[1]
{
  "formula": "C26H66N3O7P2",
  "method": "ωB97M-V/def2-TZVPD",
  "total_energy_ev": -65411.203,
  "total_charge": -1,
  "symbols": ["C", "C", "C", "C", "C", "C", "C", "P", "O", "C", "C", "C", "C", "C", "C", "C", "P", "N", "O", "O", "H", "H", "H", "H", "H", "H", "H", "H", "H", "H", "H", "H", "H", "H", "H", "H", "H", "H", "H", "H", "H", "H", "H", "H", "H", "H", "H", "H", "H", "H", "H", "H", "H", "H", "H", "H", "C", "O", "C", "C", "N", "C", "C", "O", "C", "H", "H", "H", "H", "H", "H", "H", "H", "H", "H", "H", "H", "H", "H", "H", "C", "O", "C", "C", "N", "C", "C", "O", "C", "H", "H", "H", "H", "H", "H", "H", "H", "H", "H", "H", "H", "H", "H", "H"],
  "xyz": [[-3.726, 2.372, 1.252], [-3.689, 0.839, 1.153], [-4.262, 0.354, -0.170], [-4.004, -1.115, -0.515], [-4.715, -2.124, 0.395], [-3.846, -2.877, 1.441], [-2.360, -2.574, 1.420], [-1.331, -3.418, 2.761], [0.065, -3.447, 1.676], [1.309, -3.156, 2.237], [1.595, -1.633, 2.303], [1.982, -1.170, 3.715], [2.626, -1.267, 1.241], [2.929, 0.229, 1.035], [1.661, 1.076, 1.037], [3.956, 0.805, 2.026], [-1.853, -5.485, 1.889], [-2.169, -5.606, 0.350], [-0.646, -6.508, 2.326], [-3.054, -6.084, 2.816], [-2.820, 2.818, 0.843], [-4.567, 2.781, 0.689], [-3.825, 2.717, 2.280], [-4.292, 0.442, 1.970], [-2.657, 0.515, 1.256], [-3.855, 0.973, -0.977], [-5.345, 0.508, -0.186], [-4.407, -1.250, -1.521], [-2.940, -1.322, -0.595], [-5.553, -1.626, 0.889], [-5.169, -2.883, -0.243], [-4.003, -3.944, 1.278], [-4.228, -2.670, 2.446], [-2.207, -1.502, 1.559], [-1.929, -2.842, 0.455], [-0.540, -4.124, 3.766], [-2.480, -3.491, 3.680], [-0.947, -2.134, 3.351], [1.429, -3.612, 3.228], [2.066, -3.614, 1.590], [0.649, -1.172, 2.021], [1.610, -1.865, 4.465], [1.536, -0.201, 3.947], [3.062, -1.082, 3.829], [2.261, -1.647, 0.283], [3.567, -1.791, 1.439], [3.365, 0.312, 0.036], [1.884, 2.095, 0.728], [0.894, 0.672, 0.377], [1.230, 1.124, 2.037], [4.649, 1.480, 1.523], [3.464, 1.360, 2.825], [4.548, 0.022, 2.497], [-1.558, -6.285, -0.088], [0.163, -6.023, 2.139], [-3.445, -5.342, 3.289], [-3.608, -3.664, -4.474], [-2.829, -3.150, -3.421], [-2.123, -4.137, -2.660], [-0.633, -4.003, -2.857], [-0.235, -4.359, -4.217], [1.152, -4.054, -4.540], [1.589, -2.594, -4.516], [1.002, -1.795, -5.527], [-0.260, -1.240, -5.203], [-4.217, -2.845, -4.857], [-2.995, -4.056, -5.296], [-4.274, -4.460, -4.125], [-2.468, -5.140, -2.924], [-2.349, -3.976, -1.603], [-0.126, -4.665, -2.150], [-0.363, -2.970, -2.599], [-0.837, -3.872, -4.869], [1.350, -4.441, -5.544], [1.795, -4.613, -3.851], [2.666, -2.571, -4.706], [1.431, -2.133, -3.534], [-0.344, -1.025, -4.135], [-1.086, -1.893, -5.497], [-0.357, -0.305, -5.757], [3.358, 8.746, -1.546], [4.213, 7.890, -0.819], [4.410, 8.263, 0.538], [3.781, 7.260, 1.479], [2.328, 7.309, 1.406], [1.645, 6.247, 2.140], [1.862, 4.808, 1.690], [1.306, 4.508, 0.425], [2.128, 4.798, -0.687], [3.397, 8.432, -2.588], [2.320, 8.687, -1.201], [3.691, 9.787, -1.481], [4.012, 9.265, 0.723], [5.489, 8.286, 0.719], [4.089, 7.497, 2.502], [4.187, 6.271, 1.228], [2.047, 7.266, 0.435], [0.573, 6.450, 2.086], [1.930, 6.323, 3.195], [1.341, 4.163, 2.402], [2.918, 4.513, 1.723], [3.189, 4.676, -0.449], [1.961, 5.808, -1.073], [1.866, 4.094, -1.478]],
  "atomic_forces_ev_per_a": [[0.00, -0.02, -0.04], [-0.37, 0.63, -0.08], [0.33, -0.23, -0.14], [-0.56, 0.23, -0.37], [0.25, -0.28, 0.00], [-0.16, 0.10, 0.28], [0.10, -0.04, -0.10], [-0.38, 0.53, 0.38], [0.08, -0.14, 0.07], [0.20, 0.19, -0.36], [0.04, -0.28, 0.17], [-0.13, 0.09, -0.15], [0.02, 0.32, -0.19], [-0.03, -0.09, 0.09], [0.04, 0.00, 0.02], [-0.05, -0.05, -0.01], [-0.07, 0.02, -0.72], [0.12, -0.02, 0.16], [-0.12, 0.01, 0.15], [-0.11, -0.31, 0.07], [0.04, 0.02, -0.08], [-0.10, 0.00, 0.01], [0.06, 0.00, 0.09], [0.21, -0.32, 0.12], [0.02, -0.21, 0.17], [0.05, 0.05, -0.03], [-0.07, 0.15, 0.08], [0.12, -0.06, -0.10], [0.07, 0.04, 0.06], [-0.02, 0.06, 0.08], [-0.04, -0.02, -0.07], [0.08, -0.08, -0.01], [0.00, 0.09, 0.02], [0.15, 0.03, 0.08], [0.03, -0.10, 0.00], [0.03, -0.09, -0.10], [-0.04, -0.10, -0.10], [0.10, -0.08, 0.02], [-0.15, 0.01, 0.15], [0.05, -0.13, 0.02], [-0.07, 0.04, 0.08], [-0.04, -0.05, 0.05], [0.11, 0.12, 0.01], [0.07, -0.06, 0.10], [-0.08, -0.12, -0.01], [0.05, -0.06, 0.05], [0.07, -0.04, -0.05], [-0.06, 0.11, -0.07], [0.00, -0.02, -0.11], [-0.03, 0.00, 0.07], [0.00, 0.13, 0.00], [-0.01, 0.02, 0.09], [0.09, -0.05, -0.04], [-0.13, -0.14, -0.14], [0.33, 0.05, 0.01], [-0.01, 0.10, 0.22], [0.04, 0.07, 0.12], [0.02, 0.02, -0.22], [-0.08, 0.10, 0.35], [0.00, 0.03, -0.12], [0.03, 0.11, 0.02], [-0.12, -0.10, -0.09], [0.19, -0.01, 0.07], [-0.08, 0.02, -0.01], [0.05, 0.05, -0.11], [0.00, 0.02, -0.01], [-0.02, -0.07, 0.00], [-0.01, -0.03, -0.03], [0.03, -0.01, -0.03], [-0.03, -0.13, -0.06], [-0.01, 0.02, 0.03], [0.01, -0.02, 0.10], [-0.02, -0.02, -0.02], [0.04, 0.00, 0.00], [0.00, 0.02, 0.04], [0.00, 0.02, -0.02], [-0.08, -0.03, 0.00], [-0.03, -0.03, 0.02], [-0.02, -0.01, 0.09], [0.02, 0.01, 0.00], [0.05, -0.04, -0.01], [-0.09, 0.03, -0.02], [0.15, 0.00, 0.06], [-0.13, -0.06, -0.07], [0.07, -0.05, -0.06], [-0.06, 0.13, -0.02], [-0.06, -0.15, 0.18], [0.07, 0.16, -0.05], [-0.13, -0.11, -0.06], [0.00, -0.02, 0.00], [0.00, 0.05, 0.02], [-0.02, 0.02, 0.00], [-0.05, -0.01, 0.01], [0.00, 0.02, -0.02], [0.00, -0.02, 0.02], [0.07, 0.02, 0.04], [-0.01, -0.01, -0.01], [-0.01, -0.01, 0.02], [0.03, -0.01, 0.01], [-0.01, -0.02, -0.02], [0.03, 0.07, -0.07], [0.02, 0.03, 0.01], [0.08, 0.03, 0.03], [0.01, -0.02, 0.01]]
}


[2]
{
  "formula": "C2H3FO2S",
  "method": "ωB97M-V/def2-TZVPD",
  "spin_multiplicity": 3,
  "relative_energy_ev": 5.155,
  "s2": 2.009,
  "symbols": ["C", "C", "O", "O", "F", "S", "H", "H", "H"],
  "xyz": [[-0.233, -0.089, 0.725], [-0.519, 0.830, -0.490], [-2.312, -0.968, -1.040], [-2.860, 0.497, 0.924], [-0.252, 2.146, -0.656], [-1.894, -0.089, 0.009], [0.571, -0.873, 0.748], [-0.288, 0.424, 1.617], [-0.398, 0.296, -1.565]],
  "atomic_forces_ev_per_a": [[6.90, 2.34, -2.35], [4.58, -1.41, -2.45], [0.00, -0.02, -2.99], [-0.79, 2.89, 0.35], [-0.93, -0.65, 1.07], [-7.95, -5.67, 2.57], [-1.24, 0.40, -0.71], [-0.60, 0.96, 1.97], [0.03, 1.15, 2.54]]
}


[3]
{
  "formula": "C21H20Br4Cl2IrN4O4P",
  "method": "ωB97M-V/def2-TZVPD",
  "spin_multiplicity": 2,
  "relative_energy_ev": 2.397,
  "s2": 0.786,
  "total_charge": 3,
  "symbols": ["Ir", "Cl", "C", "Cl", "H", "H", "C", "C", "N", "C", "C", "C", "C", "C", "C", "C", "C", "C", "N", "C", "H", "H", "H", "H", "H", "H", "H", "H", "Br", "C", "C", "Br", "C", "Br", "C", "O", "C", "O", "C", "Br", "N", "C", "P", "O", "O", "C", "N", "H", "H", "H", "H", "H", "H", "H", "H", "H", "H"],
  "xyz": [[-0.260, -0.502, 0.006], [-0.097, -1.281, 2.681], [-0.354, -3.010, 2.356], [-0.959, -3.155, 0.691], [-1.093, -3.394, 3.050], [0.585, -3.543, 2.439], [3.755, 0.676, 1.817], [2.392, 0.565, 1.526], [1.945, -0.154, 0.514], [2.819, -0.810, -0.275], [4.208, -0.743, -0.068], [4.664, 0.024, 1.019], [5.080, -1.467, -0.941], [4.582, -2.234, -1.936], [3.171, -2.343, -2.148], [2.599, -3.171, -3.130], [1.232, -3.229, -3.253], [0.438, -2.460, -2.397], [0.956, -1.683, -1.461], [2.295, -1.620, -1.321], [4.070, 1.257, 2.671], [1.657, 1.076, 2.133], [5.725, 0.086, 1.222], [6.147, -1.397, -0.777], [5.241, -2.790, -2.591], [3.239, -3.764, -3.771], [0.759, -3.860, -3.991], [-0.640, -2.487, -2.468], [-0.732, 6.440, -2.146], [-0.680, 4.882, -1.129], [-0.592, 4.974, 0.319], [-0.631, 6.642, 1.145], [-0.460, 3.838, 1.079], [-0.262, 3.894, 2.934], [-0.435, 2.539, 0.467], [-0.281, 1.508, 1.115], [-0.581, 2.440, -1.024], [-0.594, 1.316, -1.548], [-0.699, 3.655, -1.755], [-0.823, 3.520, -3.631], [-2.804, 0.509, -3.453], [-3.585, 0.884, -2.235], [-3.249, -0.454, -0.967], [-2.458, -1.465, -1.733], [-2.661, 0.009, 0.349], [-4.949, -1.050, -0.446], [-4.878, -1.348, 1.022], [-2.487, -0.476, -3.288], [-1.956, 1.085, -3.527], [-3.329, 0.586, -4.322], [-4.643, 0.962, -2.476], [-3.253, 1.846, -1.854], [-5.260, -1.928, -1.008], [-5.676, -0.257, -0.615], [-4.073, -0.786, 1.378], [-4.679, -2.333, 1.201], [-5.731, -1.104, 1.527]],
  "atomic_forces_ev_per_a": [[4.83, 1.57, -0.71], [-0.09, -0.38, 0.77], [-0.01, 0.07, -0.04], [-0.28, -0.65, 0.32], [-0.02, 0.01, -0.02], [0.03, 0.06, -0.02], [-0.02, -0.10, -0.09], [0.02, 0.17, 0.23], [-2.02, -0.34, -0.58], [0.44, -0.08, 0.02], [-0.31, 0.06, 0.04], [-0.01, 0.02, 0.00], [0.04, -0.13, -0.12], [0.18, 0.06, 0.05], [-0.31, 0.06, 0.13], [-0.03, -0.01, -0.02], [0.08, 0.10, 0.02], [0.05, -0.18, -0.21], [-1.91, 0.12, 0.65], [0.35, -0.08, -0.12], [-0.02, 0.04, -0.02], [0.04, -0.07, 0.02], [0.00, 0.01, 0.00], [0.00, -0.01, -0.02], [0.02, 0.01, 0.02], [0.00, 0.02, -0.01], [0.01, 0.00, 0.00], [0.03, 0.00, 0.10], [-0.02, -0.34, 0.34], [-0.03, -0.49, -1.38], [0.18, -0.39, 1.47], [-0.02, -0.28, -0.25], [0.12, 1.24, 0.19], [-0.04, -0.12, -0.10], [0.15, -0.47, 0.80], [-0.94, -0.03, -0.24], [-0.22, -0.79, -0.88], [0.03, 0.62, 0.45], [-0.04, 1.15, -0.43], [-0.03, -0.19, 0.13], [0.30, -0.11, 0.13], [0.00, -0.15, 0.47], [-0.39, -0.43, 0.00], [-0.32, 0.03, -0.24], [0.03, 0.10, -0.46], [0.34, 0.19, -0.36], [0.22, 0.17, -0.02], [-0.09, 0.11, -0.10], [0.00, 0.09, -0.02], [-0.06, 0.01, -0.02], [0.01, -0.05, -0.08], [0.01, 0.08, -0.12], [0.00, -0.06, 0.09], [-0.06, -0.02, 0.15], [-0.15, -0.13, 0.08], [0.01, -0.05, 0.00], [-0.06, 0.00, -0.01]]
}